# 1
ORCA calculation (ωB97M-V/def2-TZVPD) on a structure of composition C4F12N2O8RbS4.

XYZ file:
```
31
Properties=species:S:1:pos:R:3:forces:R:3
Rb 0.2081 0.2136 0.0959 0.156 0.078 0.087
C 1.8134 1.4315 2.9848 1.593 -1.411 0.436
F 0.7421 0.6045 2.9819 0.252 0.619 -0.636
F 1.6608 2.4652 2.1703 -0.881 0.106 0.146
F 1.9744 1.7996 4.2427 -0.113 0.768 0.091
S 3.4408 0.5708 2.4677 0.156 0.306 -0.471
O 4.3053 1.6073 1.9336 -1.179 -0.640 0.416
O 3.9251 -0.1502 3.6259 -0.762 0.476 -0.832
N 2.7760 -0.3745 1.2707 0.200 1.593 1.800
S 3.6539 -1.6657 1.1863 0.563 -1.206 -0.690
O 4.9975 -1.3423 0.8139 0.334 -0.431 -0.361
O 3.4384 -2.6302 2.2185 -0.029 -0.302 0.008
C 2.7573 -2.4389 -0.2604 0.795 0.016 0.367
F 1.5689 -2.8155 0.2122 -0.722 0.324 -0.519
F 2.6239 -1.6020 -1.3147 -0.376 -0.271 0.421
F 3.3643 -3.5397 -0.6906 0.255 0.102 -0.062
C -1.8002 -1.2552 -2.5900 -2.355 -1.552 1.792
F -0.8597 -1.8808 -1.8556 0.667 1.037 -0.103
F -1.3966 -0.1818 -3.1980 0.889 0.265 -0.484
F -2.2435 -2.1929 -3.4118 -0.016 0.203 -1.067
S -3.2627 -0.8759 -1.4345 0.571 0.431 2.092
O -4.3862 -0.3814 -2.1754 0.812 -0.419 -0.489
O -3.4311 -2.0320 -0.6023 0.279 -0.210 -0.715
N -2.4988 0.2989 -0.4724 -1.504 -1.802 -1.916
S -3.4794 1.5057 -0.3040 0.092 4.035 2.038
O -4.8826 1.2848 -0.0600 0.819 -0.413 -1.029
O -2.8913 2.4691 0.6283 0.262 -1.158 -0.351
C -3.0976 2.5744 -1.8306 -1.692 -0.672 -0.551
F -3.5159 2.0241 -3.0045 0.552 0.434 0.589
F -3.7306 3.7574 -1.7221 0.658 -0.459 0.027
F -1.7739 2.7521 -1.9061 -0.279 0.151 -0.036
```
Positions in Å, forces in eV/Å.

Calculated values
ΔE to the lowest compared entry with this formula, charge and spin ... 0.0 kcal/mol
Charge ... -1
HOMO level ... -7.524 eV
Kohn-Sham gap ... 9.5 eV

---

# 2
ORCA calculation (ωB97M-V/def2-TZVPD) on a cluster of 12 separate species, C18H54F6N13O20S2 in total.

XYZ file:
```
113
Properties=species:S:1:pos:R:3:forces:R:3
C 15.0259 3.3475 37.4679 -3.603 -3.087 -1.608
F 15.8926 2.4592 37.1107 2.519 -1.270 -0.260
F 14.2296 2.6348 38.3786 0.916 2.394 -0.671
F 15.5847 4.4204 37.8322 0.787 1.752 2.053
S 14.1089 3.7444 35.8784 -2.985 4.001 -0.264
O 12.8141 4.3710 36.2265 2.231 -2.379 -0.117
O 14.9822 4.7126 35.1809 -0.422 -1.840 1.719
N 13.9666 2.2635 35.1018 -1.289 1.910 4.463
S 14.8057 2.4538 33.8660 3.876 -0.237 -6.778
O 14.3088 3.4430 32.9164 0.027 -1.622 0.867
O 16.2336 2.5336 34.1310 0.043 -0.429 0.191
C 14.6418 0.7209 32.9727 -1.115 1.297 0.783
F 14.9339 0.8420 31.7186 1.390 0.567 -1.284
F 15.3149 -0.2557 33.5246 1.091 -0.291 0.623
F 13.3790 0.3615 32.9829 -1.775 -0.249 0.591
C 17.3050 -0.2346 37.2849 -2.514 -1.045 0.053
O 18.3232 0.2115 37.7233 3.610 2.200 1.402
N 16.2811 -0.6230 37.9994 -1.416 -0.549 3.404
N 17.0297 -0.3829 36.0367 1.695 0.723 -4.497
H 16.3132 -0.2648 38.9432 -0.576 -0.547 -0.052
H 15.4159 -0.8986 37.5570 -0.141 0.108 0.360
H 16.2152 -0.8404 35.6528 -0.073 -0.069 -0.151
H 17.7190 0.1197 35.4960 -0.536 -0.487 -0.911
C 13.3353 6.4589 40.4872 2.264 1.764 -1.066
O 13.7507 7.5786 40.2842 -0.083 1.341 -0.264
N 14.1384 5.4064 40.2753 -0.113 -1.966 0.406
N 12.1018 6.1724 40.8484 -2.311 -0.918 0.910
H 15.0956 5.5048 39.9683 -0.384 0.057 0.424
H 13.7169 4.5402 40.5788 0.937 -0.350 -0.508
H 11.4015 6.8996 40.8176 0.272 -0.239 0.348
H 11.9562 5.3030 41.3414 -0.601 0.352 -0.206
C 11.9451 -3.1992 33.1574 1.596 0.662 1.183
O 12.8582 -3.1177 33.9203 2.853 -0.787 2.128
N 11.3618 -2.1575 32.6859 -2.280 4.052 -1.605
N 11.3807 -4.2427 32.6608 -1.611 -5.511 -1.368
H 11.6039 -1.2764 33.1161 -0.593 0.097 -0.330
H 10.4575 -2.4428 32.3379 -0.148 1.961 -0.035
H 10.5715 -4.1059 32.0721 0.416 -0.752 0.098
H 11.6610 -5.1818 32.9050 -0.100 0.337 -0.065
C 19.9733 3.0347 35.6580 4.067 -0.036 -1.670
O 20.7762 3.5015 34.8517 -1.719 1.035 0.154
N 20.2467 1.8948 36.2421 -0.258 -1.472 0.722
N 18.8312 3.5705 36.1052 -1.998 1.969 -0.158
H 19.5501 1.4980 36.8564 0.052 -1.349 0.535
H 20.9977 1.4057 35.7764 -0.040 -0.466 0.530
H 18.2541 3.1880 36.8405 -0.184 -0.151 0.262
H 18.4683 4.3204 35.5342 -0.506 0.370 0.011
C 13.5030 -1.0158 39.9890 0.459 1.552 -2.893
O 12.9511 -1.8634 39.3347 -1.604 -0.915 -0.463
N 14.2552 -1.2389 40.9950 2.741 -2.307 5.380
N 13.6883 0.2547 39.5764 -1.220 1.007 -1.376
H 15.0351 -0.6232 41.1755 -0.307 -0.457 0.263
H 14.2815 -2.2003 41.3035 0.331 0.236 0.208
H 14.1480 1.0173 40.0530 -0.322 -0.523 -0.109
H 13.3807 0.2692 38.6145 -0.130 1.199 -0.200
C 18.2696 6.5814 37.2134 -1.335 -1.022 2.397
O 18.3511 5.7848 38.1727 0.289 -1.107 -0.577
N 19.2169 7.3821 36.8613 3.365 1.812 -0.861
N 17.1621 6.8457 36.5638 -2.124 -0.330 -1.476
H 18.9766 8.0769 36.1687 0.904 0.079 0.294
H 20.1227 7.3220 37.3040 -0.225 0.256 -0.208
H 16.3492 6.2485 36.6169 -0.024 0.214 -0.114
H 17.2662 7.4831 35.7873 -0.904 -0.283 -0.004
C 16.9256 -4.0614 34.9118 1.294 1.539 2.150
C 16.1421 -3.5111 36.1414 -0.081 0.111 -1.707
O 15.1824 -2.5010 35.6675 1.697 -0.651 1.243
O 16.0529 -4.4625 33.9521 -0.864 -0.845 -1.212
H 17.6614 -4.7934 35.2447 -0.239 -0.767 0.176
H 17.5991 -3.3091 34.5011 -0.399 0.507 -0.201
H 16.8684 -3.1496 36.8693 -0.450 0.443 0.119
H 15.5634 -4.3379 36.5532 -0.004 -0.066 0.344
H 14.8612 -2.9008 34.8560 -0.731 0.133 -0.548
H 15.5185 -5.1412 34.3710 -0.403 -0.262 -0.338
C 10.3450 5.5209 32.1681 1.541 -0.186 -0.296
C 11.2717 4.7487 33.1704 -1.676 -0.213 0.035
O 10.4049 4.1885 34.1721 -0.218 1.525 0.077
O 10.0159 6.8453 32.5555 -0.513 0.334 1.493
H 9.4631 4.8978 32.0189 -0.046 0.015 -0.154
H 10.8710 5.7880 31.2516 0.325 -1.452 -0.539
H 12.0608 5.3926 33.5586 -0.093 0.227 0.275
H 11.7526 3.8581 32.7658 0.183 0.446 -1.003
H 10.7796 3.3567 34.4710 0.136 -0.319 -0.075
H 9.4586 7.2057 31.8619 -0.002 0.030 0.068
C 11.8270 7.4810 36.6634 1.669 0.770 0.350
C 13.2403 8.0373 37.0010 -1.721 -0.198 -1.269
O 13.7538 8.9409 35.9741 -0.016 -1.088 1.008
O 10.9034 8.5592 36.7694 -0.379 -0.750 0.058
H 11.6090 6.7641 37.4550 0.055 -0.342 0.077
H 11.7279 6.9770 35.7020 0.310 0.053 -0.136
H 13.8329 7.1286 37.1071 0.723 0.441 -0.106
H 13.0883 8.5431 37.9544 0.554 0.018 0.058
H 13.3096 9.7801 36.1154 -0.129 0.033 -0.039
H 10.1444 7.9951 36.9347 -0.983 0.965 -0.073
C 11.9950 -0.1411 36.0549 -2.406 0.019 -0.352
C 10.9723 1.0227 35.6844 1.728 -1.594 0.410
O 11.4336 1.7420 34.5176 -1.924 -0.986 0.981
O 12.9572 0.2385 36.9810 0.781 0.248 -0.068
H 12.4077 -0.6443 35.1804 0.296 0.381 -0.266
H 11.3905 -0.9272 36.5074 0.116 -0.006 0.426
H 10.8661 1.6428 36.5745 0.260 0.445 -0.026
H 10.0179 0.4979 35.6426 -0.220 0.465 -1.232
H 12.3227 1.9921 34.7793 0.419 0.186 -0.251
H 13.5008 0.8967 36.5418 0.329 0.163 -0.132
C 18.7208 2.2101 31.4345 1.594 0.841 -0.570
C 19.1977 1.1371 32.3460 0.821 -1.753 1.137
O 18.4061 -0.0174 32.2928 -1.792 -0.925 -0.190
O 18.8172 1.7168 30.1321 -1.119 -1.042 -1.881
H 19.5007 2.9682 31.3623 -0.292 0.821 1.420
H 17.7316 2.6412 31.5885 0.064 -0.292 0.268
H 19.3283 1.2869 33.4178 0.066 1.386 0.083
H 20.1410 0.7171 31.9969 0.794 1.042 -0.276
H 18.5690 -0.5157 33.0970 -0.163 -0.135 -0.162
H 19.7033 1.8179 29.7770 -0.049 0.029 0.231
```
Positions in Å, forces in eV/Å.

Calculated values
ΔE to the lowest compared entry with this formula, charge and spin ... 0.0 kcal/mol
2S+1 ... 2
HOMO level (alpha / beta) ... -8.630 / -8.630 eV
Kohn-Sham gap (alpha / beta) ... 8.4 / 2.3 eV

---

# 3
ORCA calculation (ωB97M-V/def2-TZVPD) on a cluster of 15 separate species, H29O15 in total.

XYZ file:
```
44
Properties=species:S:1:pos:R:3:forces:R:3
O -4.1177 -0.8525 -0.6513 -0.178 0.617 0.365
H -4.6578 -1.2055 -1.3629 0.477 -0.449 0.039
H -2.0724 -2.8900 -2.9263 0.295 -0.153 0.108
O 2.9798 -0.4266 -3.2711 0.529 0.425 -0.587
H 2.2810 0.0290 -2.7935 -0.127 -0.400 0.329
H 2.9873 -1.3607 -3.0625 -0.477 0.028 0.340
O -2.2006 -3.5769 -2.2633 -0.436 0.121 0.069
H -1.4686 -3.4994 -1.6357 0.340 0.018 -0.108
H 0.1442 0.9767 1.2701 0.129 -0.170 -0.084
O 1.0860 2.0533 -1.0406 0.236 0.422 0.276
H 0.2377 1.6075 -0.9278 -0.049 0.022 -0.169
H 1.1971 2.5182 -0.1909 -0.067 -0.422 -0.292
O -2.5873 1.4144 0.1942 0.404 1.380 0.110
H -2.3205 0.6407 0.6843 -0.377 -0.317 -0.296
H -3.4228 1.2860 -0.2590 0.007 -0.727 0.175
O 3.2741 -2.7988 2.9532 0.060 1.431 -0.477
H 2.6354 -2.0456 2.8747 -0.595 -1.040 0.569
H 4.0347 -2.2796 2.6584 0.511 -0.721 0.059
O 0.0825 5.0036 -0.3696 0.084 -0.332 -1.592
H 0.5697 4.8661 -1.2137 0.251 0.265 0.952
H -0.7177 4.5564 -0.6797 -0.328 -0.049 0.681
O -0.4172 -0.8081 -2.0257 0.025 0.384 0.842
H -0.1899 -0.5432 -0.9874 -1.045 -0.385 -1.152
H -3.3260 -1.3803 -0.4944 -0.367 -0.352 -0.496
O -0.7851 1.5045 -3.3230 0.196 -1.774 0.297
H 0.0915 1.3226 -3.6912 -0.048 0.656 -0.196
H -0.8440 0.5959 -2.8578 -0.118 1.497 -0.350
O 5.0208 1.2905 0.8880 -0.237 0.356 0.112
H 4.8175 0.6254 1.5567 -0.123 0.279 -0.138
O 0.3068 -3.1094 -0.4726 -0.137 0.371 -0.096
H 0.0831 -2.1461 -0.4273 0.188 -0.762 0.263
H 1.0337 -3.1790 0.1525 -0.033 -0.196 0.079
O -3.6901 -0.0991 3.8925 0.243 0.202 -0.090
H -3.1888 0.5087 3.3309 -0.209 -0.103 0.055
H -3.0916 -0.2715 4.6263 -0.017 -0.066 0.007
O -0.2397 -0.5518 0.4402 0.265 0.341 0.809
H -1.0789 -0.6191 0.9093 0.064 -0.401 -0.289
H -1.3535 -1.0477 -1.9622 0.270 0.021 0.099
O 0.5858 1.6773 1.7999 0.073 0.566 0.127
H -0.0846 2.3058 2.0833 -0.034 -0.072 -0.153
H 4.3087 1.9564 0.9268 0.347 -0.627 0.027
O 1.3436 -0.7487 2.9349 -0.045 -0.999 0.011
H 2.0531 -0.2869 2.4791 -0.525 0.528 -0.258
H 0.7008 -1.0122 2.2340 0.576 0.587 0.024
```
Positions in Å, forces in eV/Å.

Calculated values
ΔE to the lowest compared entry with this formula, charge and spin ... 17.4 kcal/mol
Charge ... -1
HOMO level ... -7.247 eV
Kohn-Sham gap ... 9.6 eV